1.
Here is a cluster of 2 separate species, C19H33F4I2O7P in total at a distorted geometry from the Open Molecules 2025 dataset. Energies are from ωB97M-V/def2-TZVPD.

XYZ file:
```
66
Properties=species:S:1:pos:R:3:mulliken_charge:R:1
C -1.016 6.942 -0.398 -1.122
C 0.322 6.352 -0.897 -0.501
C 0.184 5.474 -2.145 -1.199
C -0.878 4.367 -1.992 -0.395
C -0.417 3.029 -2.629 -1.747
C -0.761 1.729 -1.890 1.252
C -2.270 1.382 -1.803 -1.289
I -2.640 -0.692 -1.300 0.194
C -3.120 2.344 -0.960 -0.010
C -4.591 1.851 -0.937 -1.463
I -2.492 2.538 1.074 0.102
O -0.362 0.742 -2.925 -0.382
C 0.874 0.259 -2.713 0.647
O 1.634 -0.083 -3.549 -0.585
O 1.057 0.246 -1.366 -0.556
C 0.173 1.207 -0.768 -0.393
C 1.128 2.135 0.015 0.711
F 0.662 3.382 0.234 -0.238
F 1.280 1.574 1.257 -0.354
C 2.568 2.237 -0.532 0.002
F 2.599 2.528 -1.855 -0.228
F 3.190 3.253 0.118 -0.319
H -0.874 7.991 -0.148 0.351
H -1.335 6.411 0.499 0.264
H -1.810 6.820 -1.133 0.267
H 1.017 7.163 -1.127 0.538
H 0.802 5.782 -0.102 0.121
H -0.029 6.092 -3.020 0.456
H 1.174 5.048 -2.324 0.395
H -1.162 4.268 -0.948 0.123
H -1.785 4.693 -2.505 0.818
H 0.633 3.071 -2.901 0.648
H -0.960 2.942 -3.572 0.586
H -2.612 1.489 -2.831 0.756
H -3.174 3.297 -1.478 0.424
H -4.707 1.175 -0.094 0.442
H -4.831 1.313 -1.853 0.388
H -5.285 2.676 -0.790 0.388
H -0.299 0.603 0.006 0.567
H 3.118 1.322 -0.324 0.359
C 0.981 -2.893 -0.673 -0.624
C -0.216 -3.523 0.007 -0.485
O 0.170 -4.475 1.004 -0.281
P 0.836 -3.925 2.389 1.044
O -0.256 -3.218 3.102 -0.834
O 0.942 -5.301 3.264 -0.337
C 0.302 -5.456 4.529 -0.346
C -1.030 -6.161 4.374 -1.104
O 2.378 -3.990 1.931 -0.277
C 3.221 -5.150 1.997 -0.195
C 2.795 -6.270 1.078 -0.964
H 1.553 -2.274 0.022 0.218
H 0.660 -2.265 -1.500 0.205
H 1.656 -3.661 -1.052 0.273
H -0.860 -2.762 0.458 0.288
H -0.811 -4.062 -0.731 0.283
H 0.191 -4.499 5.035 0.361
H 0.968 -6.065 5.144 0.324
H -1.664 -5.652 3.648 0.277
H -1.557 -6.208 5.328 0.385
H -0.879 -7.178 4.009 0.283
H 3.326 -5.489 3.026 0.260
H 4.209 -4.801 1.692 0.344
H 1.838 -6.697 1.369 0.256
H 3.542 -7.065 1.102 0.405
H 2.696 -5.912 0.053 0.224
```

Molar mass   734.24 u
Frontier orbital gap   0.361 Ha
Structure (SMILES)   CCCCC[C@@]1([C@@H](I)[C@@H](C)I)OC(=O)O[C@H]1C(F)(F)C(F)F.CCOP(=O)(OCC)OCC
Lowest unoccupied orbital energy   0.09 eV

2.
Here is a structure of composition C19H33N3O6S at a distorted geometry from the Open Molecules 2025 dataset. Energies are from ωB97M-V/def2-TZVPD.

XYZ file:
```
62
Properties=species:S:1:pos:R:3:mulliken_charge:R:1
C 3.639 -0.772 -0.276 -0.902
C 3.782 -1.597 -1.606 -0.803
C 2.671 -1.269 -2.630 0.582
C 2.994 -1.934 -4.008 -1.546
C 1.256 -1.623 -2.167 0.234
C 0.181 -0.797 -2.381 -0.704
C -1.178 -1.144 -1.978 0.719
C -2.368 -0.215 -2.269 -1.072
O -3.241 -0.033 -1.156 -0.133
N -2.733 0.884 -0.208 0.349
O -2.770 1.986 -0.591 -0.373
C -1.469 -2.329 -1.352 -0.793
C -0.376 -3.229 -1.091 0.626
N -0.565 -4.399 -0.462 -0.714
S 0.947 -5.035 -0.435 0.113
N 1.804 -3.893 -1.170 -0.510
C 0.981 -2.876 -1.506 0.880
H 3.875 -1.446 0.565 0.322
H 4.361 0.060 -0.259 0.272
H 2.610 -0.399 -0.136 0.156
H 4.758 -1.338 -2.058 0.450
H 3.836 -2.658 -1.323 0.387
H 2.687 -0.173 -2.796 -0.062
H 2.284 -1.586 -4.778 0.365
H 2.910 -3.030 -3.882 0.328
H 4.033 -1.689 -4.283 0.411
H 0.324 0.177 -2.871 0.241
H -2.009 0.728 -2.724 0.404
H -2.971 -0.712 -3.051 0.312
H -2.492 -2.592 -1.069 0.462
C 1.086 2.994 -1.273 -0.841
O 2.318 2.409 -0.887 -0.260
C 3.437 3.012 -1.522 -0.460
C 4.163 3.955 -0.583 -0.712
O 3.370 5.094 -0.279 -0.378
C 2.775 5.019 1.006 -0.693
H 0.310 2.617 -0.606 0.219
H 1.111 4.084 -1.198 0.415
H 0.840 2.700 -2.300 0.314
H 3.135 3.531 -2.437 0.403
H 4.120 2.202 -1.802 0.365
H 5.067 4.320 -1.082 0.407
H 4.468 3.435 0.330 0.338
H 3.534 5.159 1.782 0.333
H 2.264 4.065 1.160 0.279
H 2.045 5.824 1.085 0.246
C -5.153 -0.629 2.101 -0.538
O -5.169 -1.843 2.832 -0.393
C -3.878 -2.220 3.295 -0.377
C -3.706 -1.912 4.769 -0.539
O -3.688 -0.511 5.009 -0.382
C -4.916 -0.029 5.527 -0.726
H -6.184 -0.309 1.954 0.304
H -4.615 0.159 2.635 0.337
H -4.693 -0.790 1.120 0.117
H -3.095 -1.735 2.703 0.246
H -3.790 -3.301 3.149 0.385
H -2.739 -2.305 5.099 0.373
H -4.488 -2.400 5.360 0.328
H -5.040 -0.353 6.566 0.322
H -5.768 -0.369 4.933 0.319
H -4.885 1.060 5.504 0.244
```

Molar mass   431.55 u
Frontier orbital gap   0.305 Ha
Energy relative to the best compared isomer or geometry (same formula, charge and spin)   906.32 kJ/mol
Lowest unoccupied orbital energy   -0.65 eV

3.
Here is a structure of composition C19H34AlO2 at a distorted geometry from the Open Molecules 2025 dataset. Energies are from ωB97M-V/def2-TZVPD.

XYZ file:
```
56
Properties=species:S:1:pos:R:3:mulliken_charge:R:1
C -6.706 -2.649 -2.862 -0.436
C -6.026 -2.853 -1.623 -0.243
C -5.141 -2.933 -0.206 -0.415
Al -3.562 -1.614 -0.447 -0.014
C -3.101 -0.579 1.307 -0.913
C -2.283 0.782 0.784 0.372
C -0.649 0.862 0.630 -0.376
C -0.024 2.279 0.048 -0.233
C -0.958 3.575 -0.376 0.380
C -0.367 4.974 -1.000 -0.909
C -2.611 3.484 -0.180 -0.464
C -3.241 2.083 0.394 -0.377
H -6.966 -2.140 -3.910 0.276
H -5.788 -2.733 0.749 0.262
H -4.729 -4.041 -0.137 0.237
H -2.294 -2.245 -1.152 -0.106
H -4.111 -0.476 -1.451 -0.227
H -4.074 -0.184 1.864 0.291
H -2.451 -1.223 2.050 0.328
H 0.004 -0.067 0.927 0.219
H 1.150 2.429 -0.099 0.152
H 0.649 4.832 -1.608 0.266
H -0.279 5.844 -0.221 0.207
H -1.157 5.327 -1.822 0.296
H -3.250 4.416 -0.499 0.202
H -4.419 1.999 0.536 0.192
C 3.729 1.861 2.101 -0.837
C 4.317 2.958 1.230 -0.418
O 3.539 4.153 1.219 -0.418
C 3.351 4.798 2.476 -0.318
C 4.650 5.225 3.137 -1.020
H 2.711 1.615 1.773 0.127
H 4.345 0.957 2.045 0.398
H 3.670 2.160 3.149 0.250
H 4.358 2.601 0.196 0.345
H 5.349 3.181 1.519 0.358
H 2.759 4.162 3.141 0.304
H 2.743 5.690 2.283 0.312
H 5.295 4.373 3.360 0.260
H 4.445 5.747 4.077 0.386
H 5.212 5.897 2.479 0.281
C 0.579 -6.820 -1.686 -1.012
C -0.323 -5.623 -1.937 -0.347
O -0.146 -4.570 -0.993 -0.340
C 1.156 -3.992 -0.925 -0.318
C 1.612 -3.374 -2.236 -1.057
H 0.413 -7.220 -0.678 0.279
H 0.377 -7.610 -2.417 0.379
H 1.636 -6.558 -1.763 0.260
H -1.366 -5.946 -1.855 0.328
H -0.199 -5.242 -2.955 0.299
H 1.878 -4.731 -0.563 0.292
H 1.111 -3.206 -0.161 0.310
H 1.682 -4.116 -3.035 0.280
H 2.597 -2.914 -2.117 0.385
H 0.904 -2.606 -2.564 0.284
```

Molar mass   321.46 u
Frontier orbital gap   0.253 Ha
Total charge   -1
Lowest unoccupied orbital energy   2.48 eV

4.
Here is a cluster of 5 separate species, C19H34Cl2F2O8S5 in total at a distorted geometry from the Open Molecules 2025 dataset. Energies are from ωB97M-V/def2-TZVPD.

XYZ file:
```
70
Properties=species:S:1:pos:R:3:mulliken_charge:R:1
C -4.058 1.141 0.413 -1.322
C -2.856 0.530 -0.305 0.273
F -3.320 -0.559 -1.040 -0.384
C -1.799 0.101 0.667 0.684
C -0.686 0.805 0.855 -0.635
C 0.266 0.328 1.882 -0.195
O 0.800 1.072 2.657 -0.416
C 0.460 -1.181 1.909 0.247
C 1.836 -1.812 2.086 -0.537
Cl 3.117 -0.639 2.480 -0.145
C 2.235 -2.614 0.825 0.871
C 2.910 -1.796 -0.259 -1.685
Cl 3.363 -3.907 1.361 -0.195
C -0.676 -1.875 1.742 0.639
S -0.874 -3.631 1.727 1.245
O -0.800 -4.076 0.379 -0.571
O -1.985 -3.978 2.531 -0.583
F 0.401 -4.128 2.460 -0.186
C -1.978 -1.134 1.486 -0.294
O -3.032 -1.475 1.926 -0.529
H -4.343 0.558 1.288 0.364
H -4.911 1.136 -0.261 0.272
H -3.861 2.166 0.724 0.365
H -2.460 1.285 -0.988 0.364
H -0.476 1.733 0.336 0.479
H 1.803 -2.472 2.948 0.534
H 1.379 -3.123 0.393 0.195
H 2.329 -0.902 -0.502 0.289
H 3.938 -1.557 -0.019 0.501
H 2.953 -2.401 -1.165 0.378
C -8.194 2.751 -3.201 -0.942
S -7.613 3.116 -1.541 0.412
O -6.201 2.660 -1.469 -0.528
C -8.606 1.868 -0.713 -0.945
H -7.657 3.400 -3.890 0.312
H -7.988 1.708 -3.438 0.297
H -9.263 2.955 -3.264 0.373
H -8.370 0.886 -1.121 0.303
H -9.662 2.098 -0.848 0.392
H -8.358 1.897 0.346 0.310
C 8.305 -2.362 -1.628 -0.991
S 6.875 -1.359 -1.216 0.526
O 5.684 -2.245 -1.306 -0.579
C 6.900 -0.365 -2.712 -0.952
H 8.438 -3.090 -0.831 0.328
H 8.129 -2.876 -2.573 0.303
H 9.188 -1.725 -1.694 0.379
H 6.820 -1.015 -3.583 0.307
H 7.823 0.214 -2.747 0.368
H 6.047 0.310 -2.676 0.311
C 1.803 2.127 5.889 -0.994
S 3.362 1.969 5.014 0.722
O 4.239 1.097 5.837 -0.671
C 3.904 3.662 5.291 -1.030
H 1.318 1.153 5.875 0.248
H 1.993 2.432 6.918 0.420
H 1.174 2.855 5.379 0.338
H 3.954 3.861 6.361 0.322
H 3.210 4.348 4.805 0.326
H 4.893 3.768 4.850 0.319
C -1.890 -0.006 -5.561 -1.049
S -1.697 0.232 -3.791 0.667
O -0.933 1.496 -3.601 -0.665
C -0.544 -1.122 -3.539 -0.686
H -2.550 0.776 -5.929 0.335
H -0.918 0.071 -6.048 0.316
H -2.336 -0.983 -5.747 0.350
H 0.336 -0.973 -4.166 0.380
H -1.034 -2.064 -3.781 0.389
H -0.255 -1.121 -2.490 -0.041
```

Molar mass   659.71 u
Frontier orbital gap   0.264 Ha
Lowest unoccupied orbital energy   -1.43 eV

Please write out number 1 again, unchanged.
Here is a cluster of 2 separate species, C19H33F4I2O7P in total at a distorted geometry from the Open Molecules 2025 dataset. Energies are from ωB97M-V/def2-TZVPD.

XYZ file:
```
66
Properties=species:S:1:pos:R:3:mulliken_charge:R:1
C -1.016 6.942 -0.398 -1.122
C 0.322 6.352 -0.897 -0.501
C 0.184 5.474 -2.145 -1.199
C -0.878 4.367 -1.992 -0.395
C -0.417 3.029 -2.629 -1.747
C -0.761 1.729 -1.890 1.252
C -2.270 1.382 -1.803 -1.289
I -2.640 -0.692 -1.300 0.194
C -3.120 2.344 -0.960 -0.010
C -4.591 1.851 -0.937 -1.463
I -2.492 2.538 1.074 0.102
O -0.362 0.742 -2.925 -0.382
C 0.874 0.259 -2.713 0.647
O 1.634 -0.083 -3.549 -0.585
O 1.057 0.246 -1.366 -0.556
C 0.173 1.207 -0.768 -0.393
C 1.128 2.135 0.015 0.711
F 0.662 3.382 0.234 -0.238
F 1.280 1.574 1.257 -0.354
C 2.568 2.237 -0.532 0.002
F 2.599 2.528 -1.855 -0.228
F 3.190 3.253 0.118 -0.319
H -0.874 7.991 -0.148 0.351
H -1.335 6.411 0.499 0.264
H -1.810 6.820 -1.133 0.267
H 1.017 7.163 -1.127 0.538
H 0.802 5.782 -0.102 0.121
H -0.029 6.092 -3.020 0.456
H 1.174 5.048 -2.324 0.395
H -1.162 4.268 -0.948 0.123
H -1.785 4.693 -2.505 0.818
H 0.633 3.071 -2.901 0.648
H -0.960 2.942 -3.572 0.586
H -2.612 1.489 -2.831 0.756
H -3.174 3.297 -1.478 0.424
H -4.707 1.175 -0.094 0.442
H -4.831 1.313 -1.853 0.388
H -5.285 2.676 -0.790 0.388
H -0.299 0.603 0.006 0.567
H 3.118 1.322 -0.324 0.359
C 0.981 -2.893 -0.673 -0.624
C -0.216 -3.523 0.007 -0.485
O 0.170 -4.475 1.004 -0.281
P 0.836 -3.925 2.389 1.044
O -0.256 -3.218 3.102 -0.834
O 0.942 -5.301 3.264 -0.337
C 0.302 -5.456 4.529 -0.346
C -1.030 -6.161 4.374 -1.104
O 2.378 -3.990 1.931 -0.277
C 3.221 -5.150 1.997 -0.195
C 2.795 -6.270 1.078 -0.964
H 1.553 -2.274 0.022 0.218
H 0.660 -2.265 -1.500 0.205
H 1.656 -3.661 -1.052 0.273
H -0.860 -2.762 0.458 0.288
H -0.811 -4.062 -0.731 0.283
H 0.191 -4.499 5.035 0.361
H 0.968 -6.065 5.144 0.324
H -1.664 -5.652 3.648 0.277
H -1.557 -6.208 5.328 0.385
H -0.879 -7.178 4.009 0.283
H 3.326 -5.489 3.026 0.260
H 4.209 -4.801 1.692 0.344
H 1.838 -6.697 1.369 0.256
H 3.542 -7.065 1.102 0.405
H 2.696 -5.912 0.053 0.224
```

Molar mass   734.24 u
Frontier orbital gap   0.361 Ha
Structure (SMILES)   CCCCC[C@@]1([C@@H](I)[C@@H](C)I)OC(=O)O[C@H]1C(F)(F)C(F)F.CCOP(=O)(OCC)OCC
Lowest unoccupied orbital energy   0.09 eV

Q: Among the records above, which one has the highest lowest unoccupied orbital energy?
A: C19H34AlO2

Q: Which of these has the highest lowest unoccupied orbital energy?
A: C19H34AlO2